Record 1
{
  "formula": "C5H10OS2",
  "method": "ωB97M-V with the def2-TZVPD basis set",
  "species": ["S", "O", "H", "C", "H", "C", "H", "H", "H", "S", "C", "C", "H", "H", "H", "H", "H", "C"],
  "xyz": [[2.133, -0.668, 0.783], [2.149, 0.887, 0.492], [-2.516, 1.619, -0.044], [-0.493, 1.698, -0.756], [2.148, -2.438, -0.811], [-1.231, 0.869, 1.392], [-1.705, -0.066, 1.764], [-1.786, -0.359, -1.727], [-1.686, 1.666, 2.018], [1.030, 1.786, -0.847], [2.870, -1.640, -0.651], [-1.899, -0.339, -0.686], [3.752, -1.985, -0.247], [-1.208, -1.141, -0.225], [3.072, -1.083, -1.474], [-2.900, -0.601, -0.457], [-0.105, 0.745, 1.528], [-1.625, 1.048, -0.052]],
  "atomic_forces_ev_per_a": [[-0.44, -1.61, -0.14], [0.20, 1.54, -1.19], [-0.88, 0.80, -0.66], [0.49, -0.15, -0.29], [0.20, 0.00, -0.32], [0.34, -0.76, 1.92], [0.33, 0.47, -0.11], [0.19, 0.05, -1.55], [0.82, -0.25, -0.27], [-0.70, -0.35, 0.62], [-2.52, -0.18, 2.89], [1.69, -0.76, 1.72], [2.02, -1.10, 0.58], [-0.92, 1.38, -0.74], [0.26, 1.77, -2.51], [-1.01, -0.36, 0.29], [-1.66, 0.38, 0.00], [1.59, -0.87, -0.23]],
  "e_homo_ev": -7.34
}



Record 2
{
  "formula": "C5H10S",
  "method": "ωB97M-V with the def2-TZVPD basis set",
  "species": ["H", "C", "C", "S", "H", "H", "H", "C", "H", "H", "C", "H", "C", "H", "H", "H"],
  "xyz": [[0.832, -2.360, -0.074], [-2.335, 0.800, -0.206], [0.482, -1.282, 0.389], [1.764, -0.461, -0.599], [-1.102, -1.718, -1.115], [-2.614, 2.085, 0.073], [0.634, -1.121, 1.603], [-1.055, 0.346, -0.508], [1.272, 1.429, 0.598], [0.120, 0.792, -0.889], [-1.016, -1.175, -0.277], [3.082, 1.247, 1.026], [2.320, 1.059, 0.190], [-3.471, 0.125, 0.007], [-1.571, -1.375, 0.826], [2.658, 1.610, -1.044]],
  "atomic_forces_ev_per_a": [[-0.84, 1.91, 2.38], [-1.25, 3.18, 0.97], [1.08, -3.14, -0.59], [1.38, -0.70, 0.36], [-0.55, -2.53, -2.49], [1.01, -4.03, -1.36], [-0.65, -0.68, -3.41], [-2.39, 0.17, 0.14], [2.34, 0.31, -0.90], [-4.23, -0.80, 1.11], [2.60, 4.08, 7.68], [-0.74, -1.08, -1.57], [-1.62, 2.58, -2.20], [4.23, 1.76, -0.65], [0.50, -0.13, -3.90], [-0.87, -0.91, 4.45]],
  "e_homo_ev": -8.39
}



Record 3
{
  "formula": "C5H10S3",
  "method": "ωB97M-V with the def2-TZVPD basis set",
  "species": ["H", "C", "S", "H", "C", "H", "H", "H", "H", "C", "H", "H", "S", "H", "H", "S", "C", "C"],
  "xyz": [[-1.837, 3.402, -0.515], [-1.758, 1.281, -0.032], [0.018, 1.181, -0.439], [-2.201, 2.331, -1.877], [-1.981, 1.417, 1.471], [-2.213, 0.300, -0.398], [3.523, -2.567, -0.161], [1.883, -3.022, -0.716], [-3.023, 1.437, 1.700], [-2.322, 2.457, -0.812], [-3.372, 2.585, -0.579], [2.213, -2.622, 1.027], [2.199, -0.657, -0.330], [-1.558, 0.581, 2.022], [-1.532, 2.322, 1.859], [-0.539, -1.676, 0.409], [0.473, -0.478, -0.078], [2.467, -2.397, 0.017]],
  "atomic_forces_ev_per_a": [[-0.02, -0.30, -0.11], [-0.49, -1.34, -0.21], [0.05, -0.22, 0.03], [0.00, -0.04, -0.32], [0.74, -0.27, -0.16], [0.58, 1.25, 0.44], [0.19, 0.03, 0.04], [0.50, 0.59, 0.93], [-0.91, 0.07, 0.05], [0.35, 0.48, 0.40], [-0.31, -0.11, 0.00], [-0.27, -0.26, 0.65], [-0.20, 0.09, 0.03], [0.10, -0.11, -0.09], [0.13, 0.30, -0.02], [0.25, 0.26, -0.13], [-0.21, -0.04, 0.09], [-0.48, -0.36, -1.65]],
  "e_homo_ev": -8.61
}



Record 4
{
  "formula": "C5H11AgCl4O",
  "method": "ωB97M-V with the def2-TZVPD basis set",
  "species": ["H", "H", "Cl", "H", "Cl", "H", "H", "H", "Cl", "H", "C", "H", "C", "C", "H", "Ag", "H", "Cl", "C", "O", "C", "H"],
  "xyz": [[-5.481, 0.282, 6.674], [-13.343, -3.532, 3.301], [-4.939, 1.901, 8.994], [-12.383, -0.595, 3.782], [-11.211, -2.987, 2.449], [-7.115, 0.762, 6.121], [-13.877, -1.252, 4.401], [-12.334, -3.076, 4.609], [-13.913, -0.959, 1.978], [-5.789, 2.800, 6.856], [-9.678, -0.630, 5.584], [-10.453, -1.390, 5.688], [-6.431, 0.728, 6.969], [-6.149, 2.118, 7.626], [-8.996, -0.996, 4.816], [-8.775, 2.106, 3.785], [-7.108, 2.528, 7.942], [-6.993, -0.373, 8.305], [-13.158, -1.336, 3.586], [-9.993, 0.729, 5.280], [-12.606, -2.785, 3.594], [-9.165, -0.571, 6.543]],
  "atomic_forces_ev_per_a": [[-0.16, 0.09, -0.28], [-0.12, 0.37, -0.26], [-1.08, 0.63, -1.31], [0.08, -0.13, -0.23], [-0.39, 0.17, 0.70], [-0.25, 0.00, 0.22], [-0.33, 0.03, -0.34], [0.50, 0.20, -0.06], [0.28, -0.03, 0.94], [0.58, -0.02, 0.23], [0.67, 0.85, -1.38], [-0.83, 0.77, 0.14], [1.31, 0.34, 1.80], [-0.19, -1.14, -0.45], [0.31, -0.12, 0.21], [-0.32, -0.31, 0.33], [0.28, -0.01, 0.73], [-0.50, 0.15, -1.00], [0.17, -1.07, -0.43], [-0.18, -1.34, 0.19], [-0.20, 0.53, -0.26], [0.36, 0.05, 0.50]],
  "total_charge": 1,
  "e_homo_ev": [-13.35, -13.35],
  "spin_multiplicity": 2
}



Computed energy above the lowest of the compared OMol25 structures with the same formula, charge and spin (kJ/mol) in order:
357.2; 735.4; 5.6; 157.9